Record 1
The molecule C15H26O3 in a non-equilibrium geometry. Source: OMol25; level of theory: wB97M-V/def2-TZVPD.

## Properties
gap between HOMO and LUMO	9.44	eV
M	254.37	g mol⁻¹
E_HOMO	-0.3153	Eh

```
! RIJCOSX wB97M-V def2-TZVPD def2/J DEFGRID3
* xyz 0 1
H 0.22 -1.74 -1.37
H -3.50 -0.34 0.28
C 2.19 1.08 -1.38
C 1.02 2.87 -2.90
H -5.34 -1.06 4.19
C 3.90 -0.20 -2.70
H 1.77 -2.65 0.01
C -0.34 0.13 -0.33
C 3.55 1.12 -2.20
C 1.73 -0.36 -1.74
H -3.60 -1.43 4.59
H 0.01 3.34 -3.19
H 4.91 -0.55 -2.98
H 1.13 -0.39 -2.56
C 0.97 2.01 -1.60
H -0.96 0.50 2.87
C -2.52 -0.23 0.84
H 4.31 1.32 -1.48
H -1.61 -0.26 4.48
C 2.92 -1.06 -2.35
C -4.41 -1.41 3.84
H 2.47 1.19 -0.34
O -1.72 -1.50 2.91
H 3.58 1.88 -2.99
H -0.68 0.74 -2.49
H 0.38 -1.93 1.15
O -1.51 -0.61 -0.12
H 2.89 -2.09 -2.67
H 1.77 3.60 -2.49
H 1.91 -1.18 1.06
O -3.93 -0.61 2.75
C 1.26 -1.76 0.49
C -2.82 -1.24 2.03
C -0.44 1.19 -1.51
H 0.87 2.77 -0.72
C -1.04 -0.38 3.57
H -2.53 0.80 1.23
C 0.68 -0.94 -0.73
H 0.07 0.65 0.58
H -3.11 -2.22 1.61
H -1.30 1.79 -1.23
H 1.41 2.36 -3.74
H -0.02 -0.76 3.94
H -4.55 -2.41 3.36
*
```



Record 2
A structure of composition C15H27AsN2O2PdS3 in a non-equilibrium geometry. Source: OMol25; level of theory: wB97M-V/def2-TZVPD.

## Properties
gap between HOMO and LUMO	7.11	eV
M	544.94	g mol⁻¹
E_HOMO	-0.5349	Eh

```
! RIJCOSX wB97M-V def2-TZVPD def2/J DEFGRID3
* xyz 2 1
N -1.54 0.04 0.22
C 2.90 0.93 -1.99
H 0.17 1.19 -2.03
H -0.85 -3.89 0.41
C 3.77 1.03 -0.74
H 0.22 -1.53 2.26
H -6.14 -0.71 -1.62
H -7.54 -0.32 -0.70
C -0.21 3.10 -1.03
H 3.30 -3.89 -0.71
O 1.11 -1.57 -0.65
H 4.56 0.27 -0.79
As 1.40 -2.82 0.47
C 3.19 -3.45 0.28
C -3.61 0.16 1.39
C 0.35 2.25 -2.18
C -2.21 -0.16 -0.92
H 2.26 3.46 -0.17
H 2.13 0.16 -1.89
C -5.83 0.00 0.32
N -6.54 -0.35 -0.77
H 1.98 -1.57 2.57
S 2.13 2.50 -2.49
H 0.98 -2.98 2.94
H -1.66 0.37 2.27
H -1.30 3.08 -1.06
H 1.77 4.22 1.36
C 1.12 -2.15 2.26
H 2.40 2.17 2.61
C -4.31 -0.03 0.20
C -2.23 0.20 1.36
H 3.39 -4.21 1.04
S 0.21 2.56 0.66
H -0.16 2.55 -3.09
C 2.78 2.35 1.61
H -4.16 0.29 2.31
H -1.62 -0.30 -1.81
C 0.16 -4.25 0.20
C 1.88 3.27 0.83
C -3.59 -0.20 -0.97
S 2.93 0.70 0.86
H 0.41 -5.07 0.87
Pd 0.58 0.26 0.25
H 3.89 -2.62 0.40
H 0.23 -4.58 -0.84
H 0.12 4.13 -1.12
H 3.53 0.64 -2.83
H 3.78 2.77 1.69
H 4.24 2.00 -0.66
O -6.32 0.36 1.36
H -4.06 -0.36 -1.93
*
```



The records above yield energy relative to the best compared isomer or geometry (same formula, charge and spin) values of 108.9 0.0 kcal/mol, respectively.